[1]
DFT (ωB97M-V/def2-TZVPD) results for 4 unconnected molecules or ions with the total composition C20H46N3O5Si at a distorted geometry.

Last column: Mulliken charge in e.
Atoms and positions in Å:
C 1.193 -3.196 1.126  -1.4544
C -0.150 -3.107 0.400  0.6452
O -1.109 -2.559 1.342  -0.3037
N -2.227 -2.098 0.728  0.0591
C -2.839 -1.039 1.170  0.0336
N -4.036 -0.658 0.534  -0.4766
N -2.313 -0.354 2.233  0.0390
C -2.723 1.064 2.313  -1.1741
C -2.056 1.871 1.208  0.5093
O -0.750 2.298 1.518  -0.7723
Si 0.592 1.316 1.263  0.6469
C 0.875 0.209 2.738  -0.6679
C 2.065 2.455 1.117  -1.2767
C 0.404 0.380 -0.351  -0.1596
H 1.099 -2.797 2.139  0.3736
H 1.950 -2.601 0.614  0.2476
H 1.548 -4.224 1.219  0.4217
H -0.074 -2.478 -0.488  -0.3083
H -0.487 -4.103 0.091  0.4658
H -2.622 -2.617 -0.067  0.3484
H -3.897 -0.432 -0.446  0.1672
H -4.734 -1.389 0.606  0.3254
H -2.489 -0.838 3.109  0.3271
H -2.448 1.458 3.293  0.4669
H -3.813 1.159 2.215  0.4216
H -2.102 1.307 0.261  -0.2130
H -2.676 2.764 1.049  0.2830
H 0.612 0.768 3.645  0.3927
H 1.949 -0.019 2.811  0.1061
H 0.329 -0.734 2.720  0.1106
H 2.730 2.325 1.978  0.3212
H 1.786 3.507 1.017  0.3328
H 2.649 2.171 0.232  0.3993
H 1.331 -0.146 -0.601  0.6150
H -0.433 -0.332 -0.335  -0.7666
H 0.190 1.091 -1.161  0.4914
C 6.399 -1.847 3.384  -0.5876
C 5.888 -2.180 1.983  -0.6478
C 4.418 -1.802 2.102  0.0192
O 4.350 -0.725 3.034  -0.3898
C 5.606 -0.589 3.711  -0.5430
H 7.475 -1.687 3.429  0.3700
H 6.144 -2.650 4.079  0.2575
H 6.382 -1.550 1.241  0.2820
H 6.033 -3.221 1.697  0.3603
H 3.820 -2.636 2.488  0.1457
H 3.983 -1.471 1.155  0.1079
H 6.112 0.307 3.340  0.2995
H 5.416 -0.464 4.777  0.3000
C -3.133 -1.423 -4.248  -0.4247
C -1.816 -2.196 -4.228  -0.6474
C -1.587 -2.382 -2.738  0.0581
O -2.891 -2.452 -2.131  -0.4445
C -3.891 -2.067 -3.098  -0.4795
H -3.669 -1.504 -5.192  0.3865
H -2.956 -0.365 -4.046  0.1119
H -1.942 -3.165 -4.715  0.2843
H -0.994 -1.674 -4.714  0.3746
H -1.058 -1.520 -2.317  -0.0675
H -1.034 -3.290 -2.497  0.3092
H -4.432 -2.960 -3.416  0.2855
H -4.599 -1.387 -2.619  0.2825
C -1.768 4.307 -1.546  -0.1784
C -1.129 5.417 -2.376  -0.6647
C -0.100 4.634 -3.183  -0.4168
O -0.653 3.325 -3.378  -0.4170
C -1.789 3.153 -2.539  0.2130
H -2.761 4.552 -1.170  0.4260
H -1.129 4.058 -0.694  -0.0499
H -1.871 5.868 -3.037  0.2949
H -0.680 6.208 -1.778  0.3473
H 0.843 4.539 -2.634  0.2380
H 0.110 5.073 -4.157  0.2996
H -2.697 3.173 -3.153  0.2552
H -1.723 2.172 -2.057  -0.3276

## Properties
Electronic energy: -1619.3432 Eh
Total charge: +1
HOMO level: -11.4958 eV
Frontier orbital gap: 0.30424 hartree
M: 436.7 g mol⁻¹

=====

[2]
DFT (ωB97M-V/def2-TZVPD) results for a molecular structure, C20H46O3P4SV at a distorted geometry.

Last column: Mulliken charge in e.
Atoms and positions in Å:
V 0.148 -0.803 0.403  -1.4854
P 1.316 -2.666 0.968  1.2030
P 1.530 0.662 1.557  1.7229
P -0.967 -1.782 -1.421  1.3589
H 1.148 7.476 -4.816  0.3194
C 0.157 7.160 -5.133  -0.5141
C -0.942 7.578 -4.511  -0.3991
H -0.897 8.253 -3.660  0.3205
C 2.845 -2.943 -0.029  -1.1770
C 2.051 -2.897 2.654  -1.0941
C 0.536 -4.343 0.848  -1.1753
C 1.080 2.445 1.584  -1.4794
C 1.904 0.482 3.364  -1.4356
C 3.241 0.789 0.878  -1.3879
C -1.993 -0.751 -2.557  -1.5517
C -2.148 -3.207 -1.285  -1.4373
C 0.226 -2.520 -2.607  -1.3607
H 0.112 6.485 -5.984  0.3161
H -1.933 7.263 -4.827  0.2993
H 3.358 -3.869 0.254  0.4985
H 3.512 -2.090 0.122  0.2952
H 2.589 -2.976 -1.091  0.3308
H 2.424 -3.921 2.767  0.5539
H 1.291 -2.714 3.418  0.2090
H 2.879 -2.204 2.812  0.4031
H 1.206 -5.112 1.249  0.5855
H 0.301 -4.583 -0.188  0.3645
H -0.396 -4.356 1.419  0.3399
H 1.687 2.962 2.335  0.5706
H 0.019 2.555 1.816  0.3030
H 1.254 2.887 0.601  0.4278
H 2.970 0.652 3.547  0.4977
H 1.634 -0.507 3.736  0.2589
H 1.334 1.231 3.922  0.4659
H 3.738 1.707 1.212  0.5222
H 3.170 0.788 -0.212  0.3687
H 3.838 -0.075 1.180  0.4059
H -2.421 -1.384 -3.342  0.5597
H -1.364 0.019 -3.010  0.3903
H -2.809 -0.287 -1.999  0.5105
H -2.217 -3.717 -2.253  0.5550
H -3.144 -2.845 -1.015  0.3679
H -1.819 -3.929 -0.535  0.3480
H -0.258 -2.734 -3.566  0.5786
H 0.626 -3.443 -2.179  0.3922
H 1.055 -1.826 -2.756  0.3053
C -0.228 2.143 -1.597  0.8302
C 0.808 1.689 -2.431  0.0182
C 1.460 2.560 -3.304  -0.8819
C 1.100 3.906 -3.370  -0.2268
C 0.069 4.369 -2.546  -0.6109
C -0.586 3.506 -1.673  -0.5551
S -1.102 1.137 -0.445  -0.0822
H 1.312 -0.641 -0.744  0.0672
H 1.077 0.637 -2.387  0.3120
H 2.256 2.178 -3.938  0.4975
H 1.611 4.583 -4.048  0.5263
H -0.227 5.415 -2.582  0.4163
H -1.384 3.876 -1.035  0.5356
C -1.527 -2.589 4.396  -0.7482
O -2.259 -1.579 3.750  -0.4873
P -1.449 -1.221 2.288  1.0944
O -2.830 -1.535 1.312  -0.3065
C -3.410 -2.777 1.662  -0.8783
O -1.184 0.359 2.878  -0.1110
C -2.388 1.087 2.793  -0.8265
H -0.588 -2.177 4.824  0.3538
H -2.136 -2.977 5.239  0.3214
H -1.326 -3.462 3.735  0.2736
H -2.666 -3.599 1.679  0.3333
H -3.978 -2.711 2.613  0.3542
H -4.177 -3.041 0.908  0.3746
H -2.815 1.084 1.769  0.2894
H -3.133 0.727 3.535  0.3428
H -2.172 2.145 3.045  0.3226

## Properties
Electronic energy: -3721.2323 Eh
Total charge: +4
HOMO level (alpha / beta): -18.7351 / -19.2038 eV
Frontier orbital gap (alpha / beta): 0.08653 / 0.10570 hartree
M: 541.5 g mol⁻¹
Spin multiplicity: 2

=====

[3]
DFT (ωB97M-V/def2-TZVPD) results for a molecular structure, C20H46OP4ReSe at a distorted geometry.

Last column: Mulliken charge in e.
Atoms and positions in Å:
Re -0.787 -0.095 0.634  1.6634
P -2.837 -0.172 -0.157  0.8973
P -0.161 -2.262 0.252  0.6419
P -0.413 2.169 0.051  0.0812
H 4.013 -0.925 -1.132  0.3511
C 4.050 0.045 -0.626  -0.5891
C 4.209 0.107 0.712  -0.7103
H 4.251 -0.811 1.310  0.3289
C -3.392 -0.216 -1.896  -1.2761
C -3.916 -1.521 0.508  -1.3090
C -3.875 1.246 0.442  -1.1030
C 1.643 -2.568 0.194  -0.6904
C -0.651 -3.375 1.627  -1.1795
C -0.719 -3.140 -1.253  -1.0824
C 1.364 2.568 -0.124  -0.7258
C -0.934 3.265 1.416  -1.1600
C -1.142 2.988 -1.419  -0.9654
H 4.069 0.943 -1.259  0.4029
H 4.394 1.053 1.238  0.3277
H -4.450 -0.524 -1.903  0.5222
H -2.814 -0.931 -2.494  0.3407
H -3.292 0.776 -2.352  0.3769
H -4.954 -1.239 0.285  0.6003
H -3.782 -1.622 1.593  0.3276
H -3.711 -2.488 0.036  0.3703
H -4.933 0.963 0.338  0.5318
H -3.684 2.158 -0.135  0.3626
H -3.667 1.455 1.499  0.2529
H 1.844 -3.643 0.049  0.5688
H 2.096 -2.241 1.140  0.2709
H 2.088 -1.988 -0.626  -0.0315
H -0.452 -4.423 1.369  0.5800
H -1.719 -3.261 1.849  0.2786
H -0.077 -3.128 2.531  0.1909
H -0.240 -4.128 -1.302  0.5371
H -0.452 -2.541 -2.137  0.2185
H -1.805 -3.286 -1.238  0.3070
H 1.503 3.658 -0.153  0.5799
H 1.745 2.122 -1.054  0.1353
H 1.920 2.148 0.725  0.2165
H -0.806 4.300 1.074  0.6185
H -0.305 3.094 2.300  0.1875
H -1.986 3.091 1.681  0.2619
H -0.929 4.062 -1.361  0.5444
H -2.230 2.853 -1.470  0.2606
H -0.682 2.544 -2.317  0.2306
C 1.469 0.176 -4.031  0.5101
C 2.852 -0.070 -3.909  0.1794
C 3.669 -0.067 -5.041  -0.6720
C 3.124 0.216 -6.302  -0.2893
C 1.759 0.500 -6.435  -0.8052
C 0.946 0.483 -5.312  -0.2475
Se 0.267 0.060 -2.595  0.2016
H -1.630 -0.477 2.008  -0.3976
H 3.264 -0.247 -2.919  0.1110
H 4.731 -0.293 -4.905  0.4802
H 3.772 0.222 -7.179  0.4723
H 1.322 0.733 -7.410  0.4417
H -0.122 0.702 -5.382  0.4713
C 1.394 -0.976 4.543  -1.1745
P 0.161 0.106 3.811  0.8899
C -1.445 -0.562 4.284  -1.1682
C 0.228 1.738 4.562  -1.3615
O 0.529 0.185 2.315  -0.8740
H 1.430 -0.808 5.629  0.4740
H 2.373 -0.753 4.094  0.3486
H 1.133 -2.025 4.338  0.3582
H -1.524 -0.531 5.376  0.4875
H -2.261 0.035 3.860  0.3794
H -1.550 -1.596 3.937  0.3350
H 1.101 2.304 4.210  0.4015
H -0.699 2.294 4.364  0.4022
H 0.313 1.570 5.646  0.5020

## Properties
Electronic energy: -4708.4411 Eh
Total charge: +4
ΔE to the lowest compared entry with this formula, charge and spin: 6.6 kcal/mol
HOMO level (alpha / beta): -19.9310 / -19.9314 eV
Frontier orbital gap (alpha / beta): 0.18759 / 0.17188 hartree
M: 691.7 g mol⁻¹
Spin multiplicity: 4

=====

- total charge of number 1 (C20H46N3O5Si)?
  +1

=====

- Among the records above, which one has the highest M?
  C20H46OP4ReSe

=====

- The lowest electronic energy belongs to which entry?
  C20H46OP4ReSe